Formula: C45H110N10O5
Source: OMol25
Level of theory: the ωB97M-V functional and the def2-TZVPD basis

XYZ file:
```
170
Properties=species:S:1:pos:R:3:forces:R:3:lowdin_charge:R:1
C -6.7154 -4.2826 1.3933 -0.518 0.571 -0.199 -0.086
C -6.3134 -2.8065 1.3149 -0.085 -0.003 0.005 -0.278
N -5.1535 -2.4488 2.1166 0.078 0.024 0.020 -0.190
C -4.9867 -0.9936 2.2346 -0.084 -0.331 -0.290 -0.250
C -4.8211 -0.5520 3.6902 0.574 0.354 -0.400 -0.073
C -3.9484 -3.1639 1.6393 -0.386 0.875 0.608 -0.232
C -2.6146 -2.6014 2.1426 -0.352 -0.932 -0.482 -0.077
H -7.2177 -4.5073 2.3340 0.454 -0.131 0.217 0.072
H -5.8680 -4.9310 1.1933 -0.075 -0.191 0.158 0.056
H -7.4775 -4.4764 0.6337 0.148 -0.003 -0.133 0.070
H -6.1591 -2.5485 0.2489 0.098 0.025 0.010 0.112
H -7.1281 -2.1724 1.6709 -0.150 -0.171 -0.090 0.110
H -4.1791 -0.6755 1.5650 0.266 0.175 0.376 0.101
H -5.8500 -0.4660 1.8182 -0.167 -0.258 0.038 0.107
H -4.1958 0.3448 3.7181 -0.226 0.148 0.123 0.055
H -5.7924 -0.3448 4.1345 0.020 -0.024 0.123 0.070
H -4.3029 -1.2974 4.2892 -0.110 -0.152 -0.072 0.059
H -3.9144 -3.0767 0.5432 -0.056 -0.546 -0.156 0.099
H -4.0816 -4.1828 1.9943 0.236 -0.206 -0.445 0.105
H -2.6304 -2.3602 3.2008 0.090 0.252 -0.045 0.064
H -2.3263 -1.7750 1.5052 0.154 0.351 0.418 0.035
H -1.8670 -3.3822 1.9758 0.090 0.071 0.110 0.076
C -1.9706 -5.3721 -4.7989 -0.982 -0.217 0.202 -0.083
C -2.3205 -5.3297 -3.3132 0.388 0.262 0.004 -0.268
N -2.0667 -3.9985 -2.7497 0.210 -0.453 0.094 -0.188
C -1.5357 -4.0790 -1.3878 -0.285 0.970 0.121 -0.267
C -0.0969 -4.5591 -1.3026 -0.639 -0.105 -0.795 -0.075
C -3.2459 -3.1350 -2.8580 0.181 -1.048 0.113 -0.260
C -2.8680 -1.6786 -2.9382 -0.370 0.298 1.045 -0.071
H -2.5371 -4.6428 -5.3834 0.067 0.189 0.157 0.065
H -2.2999 -6.3432 -5.1815 0.511 -0.042 -0.177 0.072
H -0.9096 -5.1778 -4.9290 0.063 -0.212 -0.131 0.061
H -3.3434 -5.6747 -3.1015 -0.115 0.153 -0.192 0.117
H -1.6874 -6.0611 -2.8098 0.073 0.082 0.053 0.099
H -1.5603 -3.0629 -0.9692 -0.039 -0.023 -0.105 0.095
H -2.2158 -4.6450 -0.7295 0.103 -0.297 -0.046 0.117
H 0.5477 -3.9296 -1.9162 0.027 0.264 0.306 0.059
H 0.2098 -4.5500 -0.2610 0.363 -0.261 -0.085 0.069
H -0.0240 -5.5352 -1.7868 0.206 -0.245 0.557 0.065
H -3.9183 -3.3309 -2.0050 -0.019 0.214 0.067 0.108
H -3.8135 -3.5057 -3.7154 0.124 0.421 -0.238 0.109
H -1.9678 -1.5185 -3.5249 -0.267 0.064 -0.427 0.050
H -2.6202 -1.3197 -1.9322 0.134 -0.068 -0.033 0.046
H -3.7342 -1.0752 -3.2169 0.244 0.089 -0.452 0.081
C -2.0400 4.7804 -3.9441 0.183 0.053 -0.908 -0.084
C -0.7288 3.9953 -4.1042 -0.736 0.480 0.690 -0.265
N 0.4414 4.8196 -4.3561 -0.430 -0.162 -0.240 -0.185
C 1.6657 4.0376 -4.3608 0.154 0.443 0.994 -0.254
C 2.0570 3.5170 -2.9585 0.005 0.067 -1.136 -0.083
C 0.2974 5.7161 -5.5112 0.486 -0.428 0.384 -0.250
C 0.1269 4.9820 -6.8405 -0.869 0.562 0.322 -0.078
H -2.0095 5.6109 -3.2399 0.117 -0.281 0.342 0.061
H -2.8279 4.0595 -3.7258 -0.087 0.184 0.344 0.074
H -2.3201 5.2376 -4.9002 -0.027 -0.098 0.015 0.060
H -0.5614 3.4758 -3.1599 0.101 -0.134 -0.022 0.086
H -0.9615 3.2204 -4.8514 0.477 -0.049 -0.228 0.111
H 1.6675 3.1366 -4.9932 -0.205 0.246 -0.382 0.104
H 2.4326 4.7351 -4.7079 0.195 -0.292 -0.106 0.116
H 1.3428 2.7687 -2.6197 0.152 -0.096 0.194 0.040
H 3.0168 3.0366 -3.1560 0.029 -0.141 0.507 0.061
H 2.1646 4.3003 -2.2107 -0.016 0.094 -0.070 0.072
H 1.1750 6.3672 -5.5438 0.077 -0.105 0.074 0.109
H -0.5436 6.3716 -5.2867 -0.069 0.022 -0.284 0.099
H 0.8425 4.1749 -6.9676 0.129 0.072 -0.110 0.069
H 0.1702 5.7035 -7.6576 0.172 -0.191 -0.139 0.072
H -0.8855 4.5679 -6.8395 0.113 -0.235 -0.258 0.064
C 1.5000 -2.7250 3.6608 0.897 -0.699 0.932 -0.064
C 2.3565 -3.5839 4.6108 -0.276 0.009 -0.345 -0.273
N 3.1516 -2.7978 5.5578 -0.421 -0.449 -0.691 -0.169
C 4.1759 -2.0075 4.8389 0.788 -0.256 1.189 -0.246
C 4.2305 -0.5430 5.2616 0.324 -0.211 -0.291 -0.061
C 3.7696 -3.7316 6.4943 0.128 -0.325 0.135 -0.279
C 4.4758 -3.0958 7.6985 -0.109 0.128 0.024 -0.074
H 0.6804 -2.3351 4.2618 -0.287 0.094 -0.416 0.071
H 1.2105 -3.4053 2.8624 -0.469 0.418 -0.213 0.075
H 2.0901 -1.8966 3.2714 -0.141 0.023 -0.227 0.051
H 1.6830 -4.2644 5.1402 -0.011 0.271 0.323 0.109
H 2.9820 -4.2948 4.0409 0.268 0.301 -0.169 0.115
H 4.1618 -2.0846 3.7521 -0.539 -0.121 0.002 0.085
H 5.1286 -2.4822 5.1167 0.165 0.258 -0.157 0.113
H 3.4135 0.0329 4.8280 -0.032 0.040 0.085 0.054
H 5.1841 -0.1324 4.9176 -0.142 0.203 -0.114 0.067
H 4.2278 -0.4466 6.3441 -0.209 0.021 0.018 0.055
H 3.0176 -4.4411 6.8475 -0.297 0.359 0.076 0.106
H 4.4657 -4.4160 5.9762 0.205 0.304 -0.191 0.112
H 3.9161 -3.2970 8.6121 0.208 -0.201 0.075 0.068
H 5.4954 -3.4710 7.7718 -0.043 -0.061 0.286 0.069
H 4.5434 -2.0098 7.6683 -0.040 -0.015 -0.360 0.051
C 0.3872 4.4046 0.4327 0.726 -0.354 0.227 -0.079
C -0.6987 5.4247 0.2261 -0.192 0.558 -0.669 -0.258
N -2.0447 4.9531 0.5112 -0.551 -0.613 0.224 -0.188
C -2.2208 4.3753 1.8396 -0.004 0.472 0.298 -0.261
C -3.6406 3.9156 2.1283 -0.590 -0.263 -0.773 -0.091
C -3.0476 5.9276 0.1003 1.106 0.865 -0.986 -0.241
C -2.8387 7.3671 0.6354 -0.876 -0.132 0.319 -0.086
H 0.3246 3.6124 -0.3169 -0.250 -0.293 0.352 0.065
H 0.4072 4.0215 1.4536 -0.242 -0.289 -0.133 0.048
H 1.4096 4.7784 0.3219 -0.240 0.553 -0.213 0.078
H -0.4976 6.3738 0.7451 0.219 -0.155 0.248 0.111
H -0.7072 5.6825 -0.8414 0.059 0.098 0.047 0.115
H -1.5430 3.5239 1.9111 -0.115 -0.115 0.064 0.091
H -1.9126 5.0654 2.6461 0.053 0.119 -0.040 0.118
H -4.4151 4.6783 2.0204 0.349 0.347 0.329 0.062
H -3.9611 3.1889 1.3716 0.226 -0.265 0.203 0.070
H -3.7582 3.4820 3.1195 0.208 -0.086 0.007 0.068
H -4.0587 5.5578 0.2200 0.010 -0.042 0.308 0.096
H -2.8986 6.0443 -0.9806 -0.256 -0.292 -0.063 0.093
H -3.7806 7.9229 0.6026 -0.058 -0.139 0.086 0.067
H -2.1659 7.9579 0.0167 0.330 -0.223 0.127 0.066
H -2.5079 7.3593 1.6751 0.105 0.129 -0.018 0.068
C 1.4167 1.4469 3.0173 0.224 -0.601 0.266 -0.043
N 0.5014 1.1639 4.1076 -0.286 -0.258 0.346 0.029
C -0.6275 0.4556 3.9344 -0.158 -0.501 0.299 -0.538
C -1.4456 0.1626 5.1943 0.233 0.149 -0.650 0.009
O -1.0024 0.0468 2.8419 0.030 0.181 0.151 0.010
H 0.9455 2.1441 2.3298 0.430 0.123 -0.165 0.072
H 1.6684 0.5175 2.5002 -0.415 0.058 -0.141 0.067
H 2.3884 1.7429 3.4078 -0.251 0.656 -0.028 0.068
H 0.6505 1.4833 5.0483 0.445 0.118 -0.110 0.131
H -2.2458 0.9029 5.1780 -0.163 -0.147 0.344 0.079
H -0.8900 0.1908 6.1299 0.079 0.253 -0.055 0.077
H -1.8611 -0.8352 5.0835 -0.172 0.050 -0.047 0.068
C 0.5745 0.0753 -4.3270 -0.621 0.166 0.359 -0.063
N 0.4903 -1.1090 -5.1567 0.090 0.215 0.193 0.027
C 1.4712 -1.4703 -6.0000 0.559 -0.260 -0.634 -0.567
C 1.3441 -2.8181 -6.6706 -0.437 -1.085 -0.041 -0.004
O 2.4425 -0.7676 -6.2410 -0.167 0.089 0.325 0.034
H 0.5607 1.0209 -4.8699 -0.031 -0.179 -0.332 0.071
H 1.4360 0.1067 -3.6652 0.095 -0.254 -0.075 0.057
H -0.3147 0.0356 -3.6973 0.119 0.276 0.146 0.070
H -0.2925 -1.7225 -5.0165 0.093 -0.136 0.003 0.112
H 1.3023 -2.7330 -7.7552 0.183 0.277 0.014 0.082
H 0.4910 -3.4478 -6.3905 -0.216 0.511 0.184 0.059
H 2.1903 -3.4618 -6.4229 0.290 0.406 -0.046 0.082
C 4.0223 2.0891 -0.7296 1.277 -1.647 0.218 -0.040
N 5.0661 1.3354 0.0206 -0.400 0.026 -0.371 0.004
C 5.2593 1.4669 1.3442 0.236 0.122 0.660 -0.557
C 6.5654 0.8966 1.9104 -0.876 0.245 -0.007 0.004
O 4.4529 2.0192 2.0829 0.039 -0.125 -0.332 0.028
H 4.3737 1.9058 -1.7451 -0.233 0.985 -0.225 0.076
H 4.0522 3.1025 -0.3449 -0.422 0.207 -0.493 0.090
H 3.0599 1.5832 -0.7042 -0.228 0.307 0.501 0.059
H 5.8449 1.0149 -0.5276 0.088 -0.021 0.110 0.120
H 6.4814 1.1121 2.9723 0.361 -0.177 0.048 0.072
H 7.4381 1.3883 1.4849 0.029 -0.030 -0.032 0.080
H 6.6140 -0.1786 1.7397 0.147 0.002 0.032 0.060
C -1.8838 1.4000 -0.7681 -0.092 0.139 -0.194 -0.044
N -1.0546 0.4708 -0.0341 0.064 -0.007 -0.320 0.042
C 0.2219 0.1466 -0.3100 0.306 -0.917 -0.293 -0.521
C 0.7776 -1.0692 0.4188 -0.910 1.056 1.234 0.008
O 0.9314 0.7004 -1.1439 -0.289 0.524 -0.224 -0.003
H -2.6762 0.8486 -1.2801 -0.171 0.115 0.113 0.068
H -1.3386 1.9310 -1.5468 0.363 -0.145 0.175 0.069
H -2.3073 2.1551 -0.1050 -0.069 -0.029 -0.026 0.064
H -1.4867 -0.0288 0.7230 0.074 0.087 0.235 0.079
H 1.7776 -0.7661 0.7243 0.371 -0.707 -0.530 0.075
H 0.6410 -1.9880 -0.1431 0.621 0.060 -0.303 0.066
H 0.2470 -1.2067 1.3656 -0.113 -0.059 -0.107 0.048
C 3.0930 -2.0733 -2.5305 0.350 0.165 0.684 -0.039
N 4.0157 -2.1081 -1.3955 -0.217 0.068 -0.171 0.025
C 3.7932 -2.8411 -0.2884 -0.443 -0.408 0.608 -0.556
C 4.8248 -2.7409 0.8107 -0.222 0.545 0.148 0.016
O 2.7956 -3.5303 -0.1198 0.156 -0.044 -0.401 0.021
H 2.0957 -2.3366 -2.1898 0.045 -0.187 0.036 0.062
H 3.4496 -2.7719 -3.2840 -0.249 0.152 -0.312 0.090
H 3.0425 -1.0438 -2.8725 0.110 -0.092 -0.389 0.071
H 4.7920 -1.4724 -1.3931 0.044 -0.024 -0.014 0.118
H 5.5899 -3.5115 0.7483 0.078 0.066 -0.189 0.090
H 4.2930 -2.8744 1.7502 0.004 -0.096 -0.013 0.058
H 5.2503 -1.7340 0.8170 0.306 -0.173 0.011 0.052
```
Forces are in eV/Å.

Energy relative to the best compared isomer or geometry (same formula, charge and spin) in kcal/mol: 35.3
LUMO level in Eh: 0.0194
Molar mass in g/mol: 871.4
HOMO in eV: -8.1
Total charge: 0
Structure (SMILES): CCN(CC)CC.CCN(CC)CC.CCN(CC)CC.CCN(CC)CC.CCN(CC)CC.CNC(C)=O.CNC(C)=O.CNC(C)=O.CNC(C)=O.CNC(C)=O